The ion C6H11N2O3S with charge +1, computed with wB97M-V/def2-TZVPD.

Geometry (Å):
C (-0.16430, 0.35723, 1.21479)
C (-1.34623, 1.04439, 1.81010)
C (0.59474, 1.33441, -2.17168)
C (-0.19147, -1.11521, -2.02838)
C (0.61513, -1.68040, 2.94605)
C (0.44575, 0.05660, -1.30626)
N (-1.48897, 1.22464, -0.42990)
N (-0.39446, 0.51728, -0.18405)
O (-1.61989, 1.30516, 2.94791)
O (2.25005, -0.47389, 1.09597)
O (-2.10301, 1.45900, 0.72587)
S (1.31406, -0.16296, 2.17917)
H (1.36490, 1.18580, -2.85154)
H (-0.23492, 1.28849, -2.69448)
H (0.83041, 2.22314, -1.69483)
H (-0.91609, -0.62856, -2.80338)
H (-0.49940, -1.92494, -1.41849)
H (0.50287, -1.45030, -2.71885)
H (0.14685, -2.42021, 2.27545)
H (-0.33885, -1.52537, 3.59379)
H (1.37693, -2.27116, 3.57152)
H (1.45449, -0.15686, -0.86067)
H (-1.59857, 1.81371, -1.19811)

Output
- Total charge: +1
- 2S+1: 1
- ΔE to the lowest compared entry with this formula, charge and spin: 150.9 kcal/mol
- LUMO energy: -0.211 Ha
- Highest occupied orbital energy: -13.85 eV
- Orbital gap: 8.108 eV


A cluster of 6 separate species, C19H48BN6O13S in total, computed with wB97M-V/def2-TZVPD.

Geometry (Å):
N (-0.87069, -3.52279, 1.22234)
B (-0.75865, -3.13753, -0.19678)
O (-1.64082, -3.51467, -1.12679)
C (0.51559, -2.24797, -0.64485)
O (0.50597, -2.07422, -2.05293)
C (1.53078, -1.22962, -2.49376)
N (2.47464, -0.83038, -1.41098)
C (1.89634, -0.48164, -0.24229)
N (2.57528, 0.30865, 0.57670)
N (0.66065, -0.98859, 0.09390)
C (-0.41311, 0.01152, -0.20098)
C (-1.52988, 0.05674, 0.83881)
C (-2.81880, 0.60154, 0.14925)
C (-3.68241, -0.53228, -0.40413)
S (-4.93610, -1.03204, 0.82215)
C (-6.30908, -1.41132, -0.19167)
N (-7.51922, -1.45433, 0.12022)
N (-8.19379, -1.78756, -1.05560)
C (-7.34569, -1.91500, -1.94960)
O (-6.07441, -1.70437, -1.48747)
H (-0.02083, -4.02604, 1.47711)
H (-0.81731, -2.66514, 1.77133)
H (-1.94782, -4.42006, -0.98619)
H (1.39519, -2.85368, -0.38924)
H (1.09686, -0.33910, -2.95335)
H (2.08758, -1.74638, -3.27472)
H (2.95000, 0.00338, -1.74223)
H (2.12337, 1.00872, 1.16121)
H (3.56721, 0.14483, 0.65115)
H (0.05939, 0.99442, -0.20026)
H (-0.84756, -0.10608, -1.19273)
H (-1.31224, 0.73705, 1.65354)
H (-1.78893, -0.92400, 1.23435)
H (-3.36567, 1.19204, 0.87663)
H (-2.48611, 1.23558, -0.67007)
H (-4.13480, -0.27227, -1.35234)
H (-3.05789, -1.40736, -0.56241)
H (-7.52462, -2.14903, -2.97729)
C (1.27225, 3.99555, -1.52963)
C (2.34552, 4.67667, -0.71141)
O (3.44896, 3.77354, -0.52844)
O (0.86734, 2.79507, -0.86404)
H (0.39999, 4.63347, -1.65756)
H (1.65870, 3.72482, -2.51917)
H (1.97074, 4.91660, 0.28254)
H (2.69373, 5.59284, -1.19360)
H (3.88997, 3.67746, -1.37921)
H (1.68506, 2.43770, -0.49357)
C (1.19166, 8.25055, -3.38101)
C (0.96890, 7.05972, -4.28896)
O (-0.05458, 6.22020, -3.73783)
O (1.54536, 7.80696, -2.07608)
H (1.99314, 8.88651, -3.75458)
H (0.27266, 8.84473, -3.30606)
H (1.87145, 6.45202, -4.34598)
H (0.68772, 7.37602, -5.29665)
H (-0.89107, 6.69053, -3.81969)
H (1.00614, 7.02349, -1.91725)
C (-3.34212, -4.75728, 5.12592)
C (-3.95132, -3.51383, 4.51545)
O (-2.99360, -2.87448, 3.66322)
O (-2.16926, -4.42534, 5.85596)
H (-4.04105, -5.24050, 5.80789)
H (-3.06743, -5.46831, 4.33512)
H (-4.20402, -2.79460, 5.29270)
H (-4.85234, -3.75416, 3.94404)
H (-2.87023, -3.43512, 2.88708)
H (-1.72653, -3.73653, 5.34655)
C (1.41913, -6.19758, -2.27645)
C (2.87020, -6.11093, -1.85182)
O (3.55582, -5.14975, -2.66098)
O (1.32261, -6.54756, -3.64379)
H (0.88619, -6.95009, -1.69402)
H (0.92431, -5.22118, -2.13774)
H (3.36922, -7.06443, -2.01148)
H (2.95891, -5.83317, -0.79583)
H (3.22851, -4.27822, -2.41963)
H (2.04100, -6.08695, -4.09487)
C (2.96378, 2.37154, 4.11758)
C (4.39922, 2.57564, 4.54567)
O (4.98177, 3.63070, 3.78040)
O (2.91828, 2.08725, 2.71583)
H (2.50520, 1.54095, 4.65269)
H (2.37752, 3.27829, 4.30073)
H (4.98681, 1.68254, 4.33691)
H (4.46439, 2.80364, 5.61240)
H (4.58202, 4.46058, 4.06194)
H (3.59693, 2.65334, 2.31677)

Output
- Total charge: +1
- 2S+1: 1
- ΔE to the lowest compared entry with this formula, charge and spin: 0.0 kcal/mol
- LUMO energy: -0.130 Ha
- Highest occupied orbital energy: -10.96 eV
- Orbital gap: 7.420 eV


A cluster of 2 separate species, C29H36F6N2O4 in total, computed with wB97M-V/def2-TZVPD.

Geometry (Å):
C (4.06582, 2.63421, 3.67516)
C (3.68937, 1.18240, 3.66189)
O (2.32075, 1.14902, 3.22701)
C (1.88260, -0.11379, 3.10271)
C (0.46269, -0.26048, 2.82462)
C (-0.17765, -1.57444, 3.16693)
C (-0.16737, -1.79760, 4.68233)
C (0.59685, -2.71104, 2.51827)
C (-0.30707, 0.94772, 2.64375)
O (0.05881, 2.02242, 2.18488)
O (-1.59334, 0.71482, 3.02920)
C (-2.44795, 1.87052, 3.21971)
C (-2.08708, 2.65847, 4.44741)
O (2.67226, -1.05838, 3.26110)
H (5.09235, 2.73732, 4.03098)
H (4.00713, 3.05508, 2.66523)
H (3.40677, 3.20745, 4.33351)
H (4.32576, 0.61033, 2.96847)
H (3.76856, 0.73814, 4.66580)
H (-1.20747, -1.54761, 2.79289)
H (-0.66189, -0.95905, 5.18508)
H (-0.67761, -2.74032, 4.91642)
H (0.87919, -1.84396, 5.01445)
H (0.53791, -2.62312, 1.43131)
H (1.64515, -2.60434, 2.82674)
H (0.17817, -3.67252, 2.83821)
H (-2.39391, 2.50100, 2.32852)
H (-3.44093, 1.42739, 3.30320)
H (-2.82150, 3.45367, 4.58528)
H (-2.09003, 2.03079, 5.34541)
H (-1.10106, 3.12177, 4.32864)
C (1.99187, -4.89130, -3.90171)
N (0.70028, -5.02154, -3.26168)
C (0.07363, -6.32981, -3.34852)
C (-0.74361, -6.37698, -4.60726)
F (-1.35633, -7.56718, -4.83583)
F (-1.71355, -5.39785, -4.56399)
F (0.03914, -6.08959, -5.70177)
C (0.13551, -3.97678, -2.59695)
C (-0.70483, -4.15207, -1.46291)
C (-1.07446, -3.06392, -0.70160)
C (-0.75200, -1.72490, -1.09884)
C (-1.09117, -0.61521, -0.28196)
C (-1.01428, 0.74818, -0.69926)
C (-2.09648, 1.63060, -0.40420)
C (-2.15626, 2.89650, -0.93648)
C (-1.11767, 3.39640, -1.76094)
N (-1.18427, 4.67674, -2.30266)
C (-2.42121, 5.17806, -2.86099)
C (-0.27144, 5.73207, -1.84534)
C (1.05539, 5.69512, -2.54694)
F (1.75128, 6.86986, -2.43557)
F (1.84956, 4.70192, -2.01901)
F (0.90140, 5.43056, -3.89079)
C (-0.03319, 2.52999, -2.05557)
C (0.04740, 1.28093, -1.48193)
C (-0.14179, -1.57735, -2.38722)
C (0.36509, -2.65827, -3.07002)
H (2.66823, -4.26678, -3.29464)
H (2.43162, -5.89124, -3.98884)
H (1.90789, -4.43912, -4.90757)
H (0.86598, -7.07983, -3.43061)
H (-0.59646, -6.50805, -2.50675)
H (-0.99996, -5.16008, -1.16183)
H (-1.65161, -3.20703, 0.21893)
H (-1.65688, -0.82861, 0.62465)
H (-2.91027, 1.25975, 0.21990)
H (-3.00295, 3.55061, -0.72491)
H (-3.22221, 4.43859, -2.76828)
H (-2.70859, 6.09647, -2.34020)
H (-2.27628, 5.41327, -3.92873)
H (-0.73838, 6.69296, -2.08975)
H (-0.06375, 5.64312, -0.76647)
H (0.70953, 2.85208, -2.78570)
H (0.93971, 0.67457, -1.65469)
H (-0.05554, -0.59919, -2.85062)
H (0.90665, -2.52157, -4.00907)

Output
- 2S+1: 1
- LUMO energy: -0.083 Ha
- Highest occupied orbital energy: -6.06 eV
- Orbital gap: 3.804 eV


A structure of composition C3H4N3, computed with wB97M-V/def2-TZVPD.

Geometry (Å):
C (0.64346, -0.97076, -0.07956)
C (1.95167, -0.82066, -0.03310)
C (-1.60408, 0.32760, 0.05538)
N (1.82566, 0.49867, 0.08984)
N (0.64817, 1.05820, -0.05324)
N (-0.19495, 0.07773, -0.15885)
H (2.77378, -1.50321, -0.05000)
H (-1.89381, 0.62697, 1.01751)
H (-2.16700, -0.45632, -0.38722)
H (-1.98290, 1.16178, -0.40074)

Output
- Total charge: +1
- 2S+1: 1
- ΔE to the lowest compared entry with this formula, charge and spin: 108.4 kcal/mol
- LUMO energy (spin up / spin down): -0.327 / -0.298 Ha
- Highest occupied orbital energy (spin up / spin down): -16.77 / -17.00 eV
- Orbital gap (spin up / spin down): 7.888 / 8.884 eV


A structure of composition C21H25Br4FKNO16PS3V2, computed with wB97M-V/def2-TZVPD.

Geometry (Å):
O (-3.18640, -4.80610, 1.71183)
C (-2.72211, -3.63057, 1.24778)
O (-1.54911, -3.49600, 0.35425)
Br (-0.67585, -1.96224, 0.93453)
O (-3.48288, -2.42243, 1.66509)
P (-5.07135, -2.68100, 0.94550)
S (-4.78700, -2.49471, -1.00403)
H (-5.91041, -1.60365, 1.47747)
H (-5.61136, -3.99616, 1.17869)
O (-6.80608, -3.09321, -3.86797)
S (-7.91040, -2.15439, -3.59842)
O (-7.70653, -0.91928, -4.37702)
O (-7.93965, -1.82975, -2.16074)
O (-9.18937, -2.77561, -3.98813)
C (5.41001, -2.45809, -6.19227)
C (4.48891, -2.34444, -7.23326)
C (3.17276, -1.96636, -6.96292)
C (2.77284, -1.71270, -5.64528)
C (3.68751, -1.85024, -4.60192)
C (5.01250, -2.21261, -4.87720)
C (3.26423, -1.63351, -3.20337)
O (4.06797, -1.75066, -2.28658)
C (1.85730, -1.28242, -2.92522)
C (1.42881, -1.13084, -1.59998)
C (0.10306, -0.78578, -1.32860)
C (-0.79382, -0.58243, -2.37700)
C (-0.37109, -0.73824, -3.69793)
C (0.95498, -1.09858, -3.97184)
C (1.38327, -1.29594, -5.37076)
O (0.59448, -1.12195, -6.29257)
H (6.43808, -2.74379, -6.40390)
H (4.79559, -2.54813, -8.25680)
H (2.46048, -1.87460, -7.78123)
H (5.73561, -2.30867, -4.06916)
H (2.12349, -1.28469, -0.77575)
H (-0.22884, -0.67372, -0.29867)
H (-1.82477, -0.30655, -2.16615)
H (-1.07818, -0.58263, -4.51107)
O (2.83273, -2.61077, 5.09622)
V (2.61064, -2.19094, 3.40495)
O (2.38853, -1.77108, 1.71357)
C (2.65431, 3.43957, -2.32327)
O (1.62967, 2.80237, -2.53116)
N (3.70866, 3.02447, -1.53838)
C (4.88879, 3.84037, -1.34272)
C (3.63632, 1.73239, -0.88827)
H (2.81385, 4.43550, -2.76896)
H (5.76267, 3.28970, -1.70240)
H (4.99995, 4.05066, -0.27515)
H (4.80972, 4.78446, -1.88830)
H (3.52090, 0.95597, -1.65057)
H (2.76202, 1.71307, -0.23055)
H (4.54073, 1.54276, -0.30373)
O (-6.62815, -0.02615, 2.24558)
V (-5.78938, 0.77137, 3.56711)
O (-4.95057, 1.56893, 4.88871)
K (4.71063, -0.89469, 1.82606)
C (-1.14695, 3.13460, 8.52578)
S (-1.60623, 2.12688, 7.09529)
O (-1.47501, 2.98951, 5.87514)
C (-3.36616, 2.02210, 7.50080)
H (-0.07979, 3.36007, 8.46407)
H (-1.71509, 4.06818, 8.52291)
H (-1.34584, 2.57709, 9.44403)
H (-3.79605, 3.02478, 7.56183)
H (-3.49115, 1.50138, 8.45306)
H (-3.87141, 1.45903, 6.71245)
C (-1.31423, 6.42702, 5.07899)
Br (-1.43499, 8.02770, 3.98005)
Br (0.48404, 6.15775, 5.77033)
Br (-2.64401, 6.42192, 6.49882)
H (-1.53765, 5.57504, 4.42859)
F (-0.08937, -4.61562, 0.23052)
O (2.70531, -5.17131, 1.66468)
H (1.91595, -5.39143, 1.20459)

Output
- Total charge: -1
- 2S+1: 1
- LUMO energy: -0.121 Ha
- Highest occupied orbital energy: -5.15 eV
- Orbital gap: 1.854 eV


A structure of composition C12H24AlN4OP2, computed with wB97M-V/def2-TZVPD.

Geometry (Å):
Al (-0.60212, 0.17059, -0.15315)
P (-0.98676, -0.99664, -2.43132)
P (-1.72999, 2.48865, 0.07894)
N (0.61633, -1.32223, 0.09544)
N (0.16736, 0.67053, 1.57704)
H (2.28746, -1.79413, 1.32034)
H (0.76421, -0.53387, 3.25309)
H (0.69156, -2.34600, 1.94996)
C (1.21484, -1.53980, 1.40043)
H (2.10702, 0.20209, 2.32793)
C (1.10064, -0.26155, 2.23534)
H (2.32172, -2.23616, -0.89926)
H (0.41991, 1.99898, 3.14295)
C (1.47055, -1.45006, -1.00139)
C (-0.08182, 1.82488, 2.18117)
H (0.36642, -2.95134, -2.25639)
C (0.64360, -1.87649, -2.25181)
H (1.22527, -1.68605, -3.15494)
H (-1.23005, 3.61141, -0.64923)
H (-3.06330, 2.86184, 0.41485)
H (-0.75868, -0.41360, -3.71223)
H (-1.87541, -2.08598, -2.77996)
O (0.37587, 1.09160, -1.40221)
C (1.75949, 0.97761, -1.44854)
C (2.34246, 0.97717, -2.83167)
C (2.29503, 2.10971, -0.65538)
H (1.89813, -0.33491, -1.05011)
H (2.23146, 0.01058, -3.34032)
H (1.87508, 1.69617, -3.50773)
H (3.40421, 1.27080, -2.81553)
H (1.93508, 2.11072, 0.36610)
H (3.37575, 2.18414, -0.64292)
H (1.91626, 3.04034, -1.09841)
C (-0.93074, 2.78158, 1.63696)
H (-1.03926, 3.70411, 2.18861)
N (-2.69914, -0.40531, 1.87438)
C (-3.48021, -1.36764, 2.36156)
C (-3.34147, -2.46824, 1.53385)
C (-2.43836, -2.09373, 0.54060)
N (-2.04010, -0.81818, 0.75287)
H (-2.54198, 0.52023, 2.26661)
H (-4.09240, -1.22575, 3.25461)
H (-3.81698, -3.42598, 1.62130)
H (-2.05693, -2.67007, -0.29244)

Output
- Total charge: +2
- 2S+1: 2
- LUMO energy (spin up / spin down): -0.256 / -0.335 Ha
- Highest occupied orbital energy (spin up / spin down): -15.20 / -15.20 eV
- Orbital gap (spin up / spin down): 8.231 / 6.081 eV


It is found that the total energy values, taken in the order of the records, are -968.18097 -2482.14861 -2136.23787 -280.45633 -16492.77761 -1690.46521 Eh.
It is found that the largest force on an atom values, taken in the order of the records, are 5.23 2.84 1.80 3.30 9.23 4.92 eV Å⁻¹.